Entry A
The following is a DFT calculation (ωB97M-V with the def2-TZVPD basis set) of a structure of composition C6H14N2O.

Its lowest unoccupied orbital energy is 0.76 eV. The HOMO energy comes out at -7.87 eV. For the HOMO-LUMO gap, the calculation gives 8.63 eV.

Element x y z (Å)
C 0.730 -0.085 -0.586
C -0.332 0.021 0.392
C -0.735 1.816 -0.173
C -1.021 2.607 1.085
C 1.276 -1.834 -0.058
N 0.435 -0.236 -1.970
N -1.467 -0.787 0.328
C 1.667 -2.272 1.136
O 1.007 -2.722 -1.062
H 0.923 -2.187 -1.871
H 1.611 0.510 -0.373
H 0.017 0.181 1.407
H -0.556 -0.318 -2.171
H 0.823 0.514 -2.525
H -1.623 -1.243 -0.565
H -1.504 -1.484 1.060
H -0.017 2.338 -0.809
H -1.634 1.660 -0.771
H 1.694 -1.613 1.990
H 1.974 -3.300 1.289
H -1.754 2.089 1.706
H -0.108 2.738 1.672
H -1.405 3.608 0.867

Here are the Mulliken charges for atoms 1 to 4, given in e: number 1, C, carries 0.108; number 2, C, carries -0.712; number 3, C, carries -0.393; number 4, C, carries -1.241

Entry B
The following is a DFT calculation (ωB97M-V with the def2-TZVPD basis set) of the molecule C6H14N2O.

Its lowest unoccupied orbital energy is 0.50 eV. The HOMO energy comes out at -6.80 eV. For the HOMO-LUMO gap, the calculation gives 7.30 eV.

Element x y z (Å)
C 0.081 -0.875 2.295
C -0.867 -0.007 -0.519
C -1.681 0.477 -1.720
C -0.245 -1.365 -0.852
C 1.399 1.122 -1.084
N 0.773 0.214 2.051
C 0.203 1.134 -0.123
O 0.435 -1.730 3.295
N 0.706 1.214 1.211
H 1.137 -1.349 3.848
H 1.530 0.393 2.726
H -0.736 -1.268 1.701
H -1.566 -0.107 0.317
H -0.317 2.096 -0.263
H -2.421 -0.274 -1.997
H -1.041 0.662 -2.583
H -2.211 1.402 -1.486
H 0.158 -1.346 -1.868
H 0.575 -1.635 -0.192
H -0.996 -2.153 -0.824
H 1.955 0.198 -0.996
H 1.071 1.247 -2.110
H 2.059 1.949 -0.826

Here are the Mulliken charges for atoms 1 to 4, given in e: number 1, C, carries 0.189; number 2, C, carries 0.565; number 3, C, carries -1.650; number 4, C, carries -1.720

Most stable: entry A. Least stable: entry B.